24
Properties=species:S:1:pos:R:3 method="wB97M-V/def2-TZVPD" charge=+1 homo_ev=-12.6 energy_ev=-24613.5954 orbital_gap_ha=0.3621
C 2.38958 0.80718 1.12042
C 2.69232 0.54652 -0.34918
N 1.53218 0.23068 -1.20321
N 0.65709 -0.69147 -0.66584
N 0.98956 -2.01755 -0.66329
C -0.03104 -2.65009 -0.08963
N -0.99964 -1.83700 0.26042
C -0.56005 -0.60225 -0.09541
N -1.22180 0.52918 0.10578
P -2.85978 0.68427 0.86499
N -3.27465 2.03838 -0.05379
O -3.61413 -0.45093 -0.01453
H 1.59449 0.16465 1.49991
H 3.26931 0.59871 1.72176
H 2.10435 1.84103 1.29742
H 3.12376 1.43580 -0.79989
H 3.43802 -0.23707 -0.47033
H 1.01849 1.04521 -1.50689
H 1.84988 -2.36968 -1.05209
H -0.03581 -3.71659 0.04539
H -0.78187 1.40204 -0.14102
H -3.92649 1.81599 -0.80063
H -3.71572 2.73121 0.54286
H -3.63806 -1.29821 0.44678



16
Properties=species:S:1:pos:R:3 method="wB97M-V/def2-TZVPD" homo_ev=-8.0 energy_ev=-6381.4357 smiles="C=CC=C(C)C" orbital_gap_ha=0.3309 e_above_lowest_kcal_mol=55.9
C 0.94358 -1.52584 0.82832
C -0.22501 -0.61249 0.67046
C -1.46232 -0.76600 1.56199
C -0.35046 0.38719 -0.29478
C 0.73260 0.82157 -1.20911
C 0.44775 1.97125 -1.88667
H 1.12818 -1.64704 -0.40030
H 1.81632 -1.09284 1.43108
H 0.74884 -2.62082 1.26609
H -1.39597 -1.75270 2.01407
H -1.40684 0.07774 2.40949
H -2.36759 -0.80771 0.90047
H -1.23134 1.00702 -0.20906
H 1.69431 0.36772 -1.06833
H 1.18095 2.53009 -2.54212
H -0.68378 2.28444 -1.82265



19
Properties=species:S:1:pos:R:3 method="wB97M-V/def2-TZVPD" homo_ev=-8.7 energy_ev=-23405.7251 orbital_gap_ha=0.3377 e_above_lowest_kcal_mol=8.8
C -2.29140 0.09029 -0.91110
C -2.80853 0.98084 0.11048
C 1.53367 0.63918 -1.38903
C 0.77652 -1.78772 0.29327
C 0.78549 0.95733 1.66162
O -1.21022 0.51143 -0.19968
F -2.35929 0.46575 -2.15884
F -2.60862 -1.21233 -0.81888
F -3.07861 0.41239 1.33121
Si 0.47679 0.05253 0.04971
H 1.00815 0.90384 -2.22992
H 2.22258 1.46983 -1.25873
H 2.18982 -0.25526 -1.40700
H 0.40106 -2.35514 1.09618
H 0.38450 -2.39541 -0.61991
H 1.97380 -1.91138 0.41275
H 1.76449 0.63779 2.16174
H 0.92194 2.07413 1.65832
H -0.08214 0.72194 2.21780



7
Properties=species:S:1:pos:R:3 method="wB97M-V/def2-TZVPD" homo_ev="-9.5 / -9.5" energy_ev=-37236.5899 smiles="O=PNC(=S)Cl" orbital_gap_ha="0.3064 / 0.3064" e_above_lowest_kcal_mol=9.7
C -0.57638 -0.75319 -1.63529
N -0.15471 0.17372 -0.42278
O 0.07896 2.55519 0.51996
P -0.55821 1.93145 -0.63219
S -0.37642 -2.38635 -1.44781
Cl -1.40957 -0.03013 -2.92395
H 0.46055 -0.04682 0.32292



113
Properties=species:S:1:pos:R:3 method="wB97M-V/def2-TZVPD" homo_ev=-7.1 energy_ev=-144568.5699 orbital_gap_ha=0.2329 e_above_lowest_kcal_mol=41.2
In 0.48829 0.42626 1.27215
O -1.36691 2.30880 2.46258
C -1.64229 1.32100 1.83495
C -3.04932 0.93467 1.55521
C -3.95470 2.00083 1.67581
C -5.30711 1.81577 1.49233
C -5.80048 0.54170 1.25988
C -4.92761 -0.51938 1.13234
C -3.54422 -0.33803 1.20423
P -2.45697 -1.75284 0.78923
C -2.89034 -2.78127 2.24823
C -2.25614 -2.45586 3.44714
C -2.51294 -3.18937 4.59212
C -3.40110 -4.25572 4.55213
C -4.03024 -4.58463 3.36255
C -3.78088 -3.84870 2.21187
C -3.36148 -2.56691 -0.58907
C -2.88165 -3.83467 -0.92877
C -3.33312 -4.49732 -2.05638
C -4.27065 -3.89291 -2.88248
C -4.74150 -2.62822 -2.56883
C -4.27739 -1.95872 -1.44435
H -3.57181 2.98258 1.92281
H -5.98474 2.65721 1.55628
H -6.86656 0.37560 1.17082
H -5.30942 -1.52118 0.98516
H -1.54730 -1.63645 3.47017
H -2.01284 -2.93358 5.51768
H -3.60989 -4.82279 5.44999
H -4.71673 -5.42085 3.32356
H -4.27448 -4.11883 1.28772
H -2.14795 -4.30376 -0.29054
H -2.95008 -5.48162 -2.29448
H -4.62431 -4.39969 -3.77098
H -5.46920 -2.14600 -3.20991
H -4.64061 -0.96101 -1.24258
O 0.50020 0.86199 3.77155
C 1.62167 0.43251 4.55688
C 2.64535 1.53153 4.78356
C 3.00469 2.29760 3.50245
C 3.73037 1.48834 2.46640
C 5.08423 1.69295 2.22956
C 5.71910 0.99098 1.21852
C 4.98339 0.09741 0.46274
C 3.64347 -0.06546 0.76823
N 3.03098 0.61257 1.73256
H 0.34142 1.80198 3.92595
H 2.07518 -0.39342 4.01750
H 1.25933 0.04999 5.51596
H 3.53378 1.06124 5.21065
H 2.26672 2.25579 5.51140
H 3.62774 3.14784 3.77929
H 2.09967 2.68345 3.02696
H 5.63136 2.40974 2.82702
H 6.77086 1.14728 1.01670
H 5.43156 -0.46501 -0.34420
H 3.02599 -0.76308 0.21307
C 0.35170 -0.03403 -3.74194
C -0.01425 -0.38030 -2.30100
C -1.53260 -0.40343 -2.14183
C 0.57621 -1.73551 -1.91989
O 0.54887 0.56974 -1.36723
Si 0.56962 2.22788 -1.49162
S 1.15371 2.78630 0.43127
O -0.94087 2.64872 -1.91049
C -1.50730 3.89250 -2.33253
C -1.49545 3.93366 -3.85942
C -2.94131 3.89998 -1.80976
C -0.73076 5.07927 -1.76735
O 1.52371 2.79119 -2.68596
C 2.93968 2.89643 -2.86171
C 3.16780 2.98365 -4.36769
C 3.64914 1.68048 -2.27639
C 3.43039 4.16658 -2.16853
H -0.06368 -0.78789 -4.41070
H 1.43439 -0.00953 -3.87126
H -0.04656 0.94367 -4.01493
H -1.95516 -1.24115 -2.69530
H -1.96244 0.52866 -2.50004
H -1.78307 -0.50505 -1.08481
H 0.17099 -2.52686 -2.55068
H 0.33388 -1.96283 -0.87952
H 1.66276 -1.71141 -2.03091
H -2.05016 3.08613 -4.26570
H -0.46780 3.88335 -4.22159
H -1.95167 4.85965 -4.21162
H -3.46970 3.01448 -2.16598
H -3.47127 4.79166 -2.14565
H -2.93345 3.87718 -0.71893
H 0.27368 5.10362 -2.19251
H -0.63914 4.98291 -0.68489
H -1.24317 6.01105 -2.00645
H 2.75479 2.10103 -4.85827
H 4.23280 3.04844 -4.59316
H 2.66489 3.86442 -4.76848
H 3.25318 0.75952 -2.70790
H 3.49027 1.65716 -1.19875
H 4.72021 1.73192 -2.47565
H 2.96770 5.04434 -2.62262
H 4.51467 4.25094 -2.25142
H 3.14917 4.13416 -1.11602
C 5.27615 -3.75460 -0.04293
S 4.45930 -3.15345 1.46627
C 3.00707 -4.12430 1.49209
C 1.80850 -3.66955 1.92981
S 1.34797 -2.07610 2.39802
S 0.63734 -4.95766 2.26232
C 1.57336 -6.31084 1.71763
S 1.03793 -7.85548 1.69264
S 3.16094 -5.84939 1.19647
H 6.22810 -3.23008 -0.08985
H 4.67231 -3.51650 -0.91677
H 5.45423 -4.82503 0.01890



26
Properties=species:S:1:pos:R:3 method="wB97M-V/def2-TZVPD" charge=+2 homo_ev="-18.0 / -18.0" s2=0.757 energy_ev=-13061.5970 spin_multiplicity=2 orbital_gap_ha="0.4192 / 0.1148" e_above_lowest_kcal_mol=33.8
C -0.32304 -3.00797 0.29373
C -1.56984 -2.43391 0.92880
N -1.89498 -0.97908 0.65797
C -3.37594 -0.77753 0.71423
H -0.35389 -3.03421 -0.73108
H 0.57250 -2.54998 0.41859
H -0.13731 -4.03434 0.72305
H -2.50202 -2.91722 0.64447
H -1.34953 -2.54320 2.02473
H -1.64399 -0.61669 -0.27663
H -1.40825 -0.21989 1.31450
H -3.46579 0.30104 1.09688
H -3.73519 -1.46541 1.46498
H -3.84840 -0.97397 -0.23568
H 0.78301 1.16837 1.09261
H 0.21908 2.07964 2.23720
O 0.33290 1.13166 2.01156
H 4.29230 1.15347 -1.11466
H 4.23417 -0.40404 -1.37810
O 3.71617 0.30040 -1.04038
H 0.37421 -0.20863 -2.31699
H -0.96892 0.24070 -2.73833
O -0.52695 -0.02900 -1.95283
H 3.16110 4.56777 -0.45383
H 1.79188 5.10086 -0.92583
O 2.58573 4.66265 -1.15237